# 1
{"formula": "C48H43AgGeN8OTe", "method": "wB97M-V/def2-TZVPD", "orbital_gap_ev": 3.04, "total_charge": -2, "e_above_lowest_kj_mol": 2.59, "e_homo_ev": 0.22, "total_energy_ev": -132248.4107, "species": ["Ag", "C", "N", "C", "N", "C", "N", "C", "C", "C", "C", "C", "C", "C", "N", "N", "C", "O", "C", "C", "C", "C", "C", "C", "N", "C", "N", "C", "N", "C", "H", "H", "H", "H", "H", "H", "H", "H", "H", "H", "H", "H", "H", "H", "H", "H", "C", "Ge", "C", "C", "C", "C", "C", "C", "C", "C", "C", "C", "C", "C", "C", "C", "C", "C", "C", "C", "H", "H", "H", "H", "H", "H", "H", "H", "H", "H", "H", "H", "H", "H", "H", "H", "C", "C", "C", "C", "C", "C", "Te", "C", "C", "C", "H", "H", "H", "H", "H", "H", "H", "H", "H", "H", "H"], "positions_angstrom": [[0.094, -0.079, -0.225], [0.054, 5.178, 1.573], [-0.049, 3.750, 1.725], [0.347, 2.808, 0.854], [-0.261, 1.662, 1.158], [-0.873, 1.943, 2.330], [-0.792, 3.197, 2.715], [-1.132, 5.801, 0.874], [-1.049, 7.133, 0.484], [-2.110, 7.753, -0.160], [-3.272, 7.047, -0.425], [-3.359, 5.715, -0.033], [-2.296, 5.091, 0.612], [-4.588, 4.975, -0.326], [-5.642, 5.384, -0.943], [-6.519, 4.298, -0.985], [-5.920, 3.331, -0.386], [-4.691, 3.678, 0.064], [-6.411, 1.969, -0.154], [-7.596, 1.571, -0.770], [-8.065, 0.286, -0.573], [-7.372, -0.591, 0.253], [-6.207, -0.192, 0.891], [-5.478, -1.131, 1.822], [-4.210, -1.583, 1.303], [-2.973, -1.123, 1.567], [-2.084, -1.749, 0.840], [-2.841, -2.610, 0.118], [-4.136, -2.551, 0.360], [-5.718, 1.092, 0.669], [0.966, 5.392, 1.016], [0.185, 5.620, 2.561], [0.643, 3.070, -0.148], [-1.397, 1.209, 2.920], [-0.133, 7.682, 0.678], [-2.027, 8.788, -0.465], [-4.109, 7.509, -0.930], [-2.368, 4.052, 0.905], [-8.123, 2.272, -1.403], [-8.973, -0.038, -1.066], [-7.734, -1.602, 0.398], [-6.092, -2.009, 2.021], [-5.272, -0.632, 2.770], [-2.783, -0.342, 2.286], [-2.410, -3.284, -0.604], [-4.793, 1.409, 1.137], [0.396, -1.288, -1.876], [1.616, -2.656, -1.670], [1.711, -3.934, -3.215], [1.829, -3.383, -4.495], [1.857, -4.177, -5.633], [1.759, -5.559, -5.523], [1.642, -6.131, -4.264], [1.624, -5.324, -3.130], [1.498, -3.924, -0.079], [0.419, -4.806, 0.032], [0.179, -5.547, 1.181], [1.023, -5.416, 2.279], [2.095, -4.537, 2.202], [2.322, -3.805, 1.042], [3.487, -2.001, -1.497], [3.726, -0.628, -1.538], [5.017, -0.120, -1.444], [6.097, -0.983, -1.314], [5.879, -2.355, -1.276], [4.585, -2.852, -1.369], [-0.525, -1.678, -2.330], [1.888, -2.302, -4.587], [1.951, -3.718, -6.612], [1.771, -6.183, -6.410], [1.563, -7.209, -4.164], [1.549, -5.794, -2.155], [-0.268, -4.905, -0.806], [-0.674, -6.217, 1.229], [0.839, -5.983, 3.185], [2.755, -4.414, 3.055], [3.155, -3.110, 1.015], [2.872, 0.036, -1.632], [5.176, 0.952, -1.463], [7.104, -0.588, -1.233], [6.718, -3.036, -1.166], [4.425, -3.927, -1.338], [3.046, 8.910, 2.240], [3.122, 7.410, 2.113], [3.460, 6.801, 0.911], [3.531, 5.416, 0.776], [3.904, 4.846, -0.564], [3.252, 4.577, 1.876], [3.310, 2.468, 1.668], [2.893, 5.193, 3.094], [2.549, 4.383, 4.313], [2.845, 6.581, 3.193], [3.477, 9.398, 1.365], [3.586, 9.262, 3.122], [2.012, 9.256, 2.338], [3.681, 7.424, 0.047], [4.117, 5.645, -1.278], [3.106, 4.215, -0.963], [4.773, 4.191, -0.477], [1.951, 3.511, 4.048], [2.000, 4.993, 5.036], [3.453, 3.999, 4.792], [2.574, 7.028, 4.147]]}



# 2
{"formula": "C48H43AlNO2P2", "method": "wB97M-V/def2-TZVPD", "orbital_gap_ev": [3.69, 3.69], "total_charge": -1, "e_above_lowest_kj_mol": 636.26, "e_homo_ev": [-2.02, -2.02], "total_energy_ev": -81214.8603, "species": ["Al", "C", "C", "C", "C", "C", "C", "C", "C", "P", "C", "C", "C", "C", "C", "C", "C", "C", "C", "C", "C", "C", "C", "O", "C", "C", "C", "C", "C", "C", "P", "C", "C", "C", "C", "C", "C", "C", "C", "C", "C", "C", "C", "H", "H", "H", "H", "H", "H", "H", "H", "H", "H", "H", "H", "H", "H", "H", "H", "H", "H", "H", "H", "H", "H", "H", "H", "H", "H", "H", "H", "H", "H", "H", "H", "C", "O", "C", "C", "H", "H", "H", "H", "H", "H", "N", "C", "C", "C", "C", "C", "C", "H", "H", "H", "H", "H"], "positions_angstrom": [[0.268, -0.224, -0.421], [-1.392, 2.262, 4.754], [-0.226, 1.474, 3.999], [1.203, 1.135, 4.474], [-0.586, 0.001, 3.716], [-1.504, -0.715, 4.482], [-1.943, -1.971, 4.068], [-1.485, -2.581, 2.937], [-0.405, -1.979, 2.391], [-0.134, -2.282, 0.637], [0.724, -3.683, 0.192], [1.049, -4.130, -1.153], [2.254, -5.136, -1.281], [2.964, -5.416, -0.181], [2.599, -5.088, 1.066], [1.548, -4.156, 1.278], [-1.873, -2.654, 0.057], [-2.408, -3.705, -0.643], [-3.725, -3.860, -0.962], [-4.683, -2.859, -0.698], [-4.224, -1.761, -0.109], [-2.925, -1.563, 0.389], [0.211, -0.866, 2.920], [-0.477, 0.468, 0.992], [-0.148, 1.731, 1.331], [0.226, 2.744, 0.097], [0.554, 3.986, 0.444], [0.663, 4.477, 1.783], [0.444, 3.489, 2.773], [0.042, 2.245, 2.610], [-0.385, 2.010, -1.507], [-2.169, 2.370, -1.653], [-2.800, 2.541, -2.829], [-4.127, 2.338, -2.859], [-4.958, 2.183, -1.769], [-4.297, 1.968, -0.482], [-2.921, 2.269, -0.477], [0.654, 2.931, -2.661], [2.052, 2.669, -2.504], [2.918, 2.983, -3.546], [2.337, 3.581, -4.662], [0.981, 3.989, -4.861], [0.135, 3.619, -3.791], [-1.412, 1.703, 5.722], [-2.282, 1.771, 4.232], [-0.768, 3.072, 4.837], [2.244, 1.433, 3.653], [1.963, 1.571, 5.310], [1.208, -0.537, 2.830], [-2.197, -0.267, 4.979], [-2.692, -2.308, 4.737], [-1.362, -3.668, 2.708], [0.364, -3.788, -2.050], [2.305, -5.574, -2.322], [3.996, -5.836, -0.294], [2.938, -5.254, 2.002], [1.288, -3.652, 2.116], [-1.611, -4.395, -0.854], [-4.044, -4.734, -1.453], [-5.666, -2.924, -1.187], [-4.752, -0.890, -0.058], [-2.467, -0.616, 0.888], [0.810, 4.669, -0.555], [1.136, 5.364, 1.900], [0.643, 4.002, 3.722], [-2.247, 2.565, -3.811], [-4.612, 2.194, -3.894], [-5.982, 2.498, -1.688], [-4.648, 1.748, 0.420], [-2.678, 2.178, 0.554], [2.279, 2.009, -1.707], [3.918, 2.564, -3.356], [2.932, 3.813, -5.635], [0.599, 4.436, -5.780], [-0.890, 4.077, -3.654], [0.991, -1.554, -3.151], [-0.407, -1.452, -3.308], [-1.056, -0.923, -2.287], [-2.571, -0.950, -2.581], [1.454, -2.479, -3.659], [1.366, -1.309, -2.111], [1.862, -0.664, -3.630], [-2.998, -1.949, -2.665], [-2.868, -0.498, -3.643], [-3.190, -0.394, -1.915], [1.945, -0.122, -0.465], [3.189, -0.065, 0.094], [4.352, -0.410, -0.559], [5.618, -0.381, -0.001], [5.760, -0.116, 1.362], [4.749, 0.474, 2.043], [3.576, 0.590, 1.495], [4.491, -0.674, -1.648], [6.466, -0.823, -0.518], [6.868, -0.137, 1.691], [5.227, 0.630, 3.040], [2.827, 1.151, 1.762]]}



# 3
{"formula": "C48H43CdN10O5S5", "method": "wB97M-V/def2-TZVPD", "orbital_gap_ev": 5.67, "total_charge": -1, "e_above_lowest_kj_mol": 146.12, "e_homo_ev": -4.08, "total_energy_ev": -134358.2323, "species": ["Cd", "C", "N", "C", "C", "C", "C", "C", "C", "N", "C", "C", "C", "C", "C", "C", "N", "C", "C", "C", "C", "C", "N", "H", "H", "H", "H", "H", "H", "H", "H", "H", "H", "H", "H", "H", "H", "H", "H", "H", "H", "N", "C", "C", "C", "C", "C", "C", "S", "O", "O", "N", "C", "S", "C", "C", "N", "H", "H", "H", "H", "H", "H", "H", "H", "C", "O", "C", "S", "S", "H", "H", "H", "O", "C", "O", "C", "C", "C", "C", "S", "C", "C", "H", "H", "H", "H", "H", "N", "C", "C", "C", "C", "C", "C", "N", "C", "C", "C", "C", "N", "C", "C", "H", "H", "H", "H", "H", "H", "H", "H", "H"], "positions_angstrom": [[0.327, -0.252, -1.370], [-1.543, -3.085, -0.441], [-0.952, -1.963, 0.283], [-1.965, -1.049, 0.816], [-2.784, -0.431, -0.297], [-4.133, -0.140, -0.157], [-4.815, 0.397, -1.236], [-4.141, 0.593, -2.432], [-2.797, 0.262, -2.489], [-2.137, -0.223, -1.439], [0.002, -2.384, 1.287], [0.844, -1.235, 1.778], [1.307, -1.215, 3.082], [2.156, -0.195, 3.478], [2.512, 0.774, 2.558], [1.994, 0.696, 1.277], [1.164, -0.280, 0.895], [-0.632, -3.659, -1.505], [-0.464, -5.025, -1.640], [0.309, -5.507, -2.683], [0.908, -4.605, -3.540], [0.717, -3.252, -3.312], [-0.048, -2.782, -2.327], [-1.874, -3.886, 0.232], [-2.425, -2.702, -0.952], [-2.638, -1.536, 1.536], [-1.444, -0.240, 1.336], [-4.634, -0.339, 0.783], [-5.866, 0.645, -1.150], [-4.643, 0.996, -3.301], [-2.214, 0.379, -3.393], [-0.483, -2.883, 2.139], [0.684, -3.099, 0.813], [1.032, -2.011, 3.764], [2.545, -0.175, 4.490], [3.179, 1.586, 2.816], [2.248, 1.442, 0.536], [-0.925, -5.698, -0.927], [0.461, -6.572, -2.807], [1.545, -4.935, -4.349], [1.190, -2.504, -3.936], [7.307, -2.284, -5.910], [6.495, -1.640, -4.971], [6.586, -0.260, -4.786], [5.803, 0.370, -3.832], [4.931, -0.375, -3.054], [4.838, -1.754, -3.218], [5.622, -2.380, -4.169], [3.854, 0.432, -1.909], [4.074, -0.135, -0.609], [4.087, 1.847, -2.076], [2.353, 0.020, -2.365], [1.835, 0.505, -3.537], [2.666, 1.551, -4.663], [1.268, 1.531, -5.679], [0.297, 0.795, -5.105], [0.600, 0.207, -3.895], [7.634, -1.706, -6.665], [6.978, -3.183, -6.217], [7.270, 0.317, -5.400], [5.849, 1.443, -3.691], [4.160, -2.323, -2.586], [5.567, -3.458, -4.289], [1.237, 2.081, -6.607], [-0.683, 0.630, -5.535], [-2.003, 3.307, -4.050], [-1.286, 2.637, -3.020], [-0.341, 3.324, -2.323], [0.012, 4.913, -2.679], [0.389, 2.427, -1.072], [-2.817, 2.632, -4.319], [-1.361, 3.489, -4.912], [-2.394, 4.261, -3.702], [3.882, -5.695, 5.563], [3.994, -4.424, 5.076], [4.336, -3.554, 5.835], [3.685, -4.239, 3.643], [4.150, -3.090, 2.999], [3.884, -2.851, 1.667], [3.122, -3.757, 0.888], [2.742, -3.420, -0.762], [2.652, -4.914, 1.557], [2.928, -5.145, 2.892], [3.713, -6.292, 4.825], [4.733, -2.384, 3.581], [4.246, -1.953, 1.179], [2.052, -5.617, 0.990], [2.497, -6.028, 3.358], [-4.505, 4.515, 5.013], [-5.579, 5.269, 5.436], [-6.056, 5.610, 6.698], [-7.198, 6.388, 6.739], [-7.837, 6.813, 5.562], [-7.354, 6.468, 4.315], [-6.204, 5.682, 4.253], [-5.526, 5.183, 3.151], [-4.530, 4.501, 3.641], [-3.553, 3.740, 2.842], [-2.466, 3.097, 3.419], [-1.645, 2.319, 2.613], [-1.849, 2.154, 1.310], [-2.858, 2.819, 0.753], [-3.733, 3.618, 1.471], [-3.833, 4.052, 5.597], [-5.564, 5.281, 7.605], [-7.609, 6.676, 7.698], [-8.728, 7.424, 5.640], [-7.846, 6.790, 3.405], [-2.233, 3.191, 4.474], [-0.785, 1.804, 3.033], [-2.960, 2.703, -0.324], [-4.554, 4.136, 0.992]]}